Entry from the Open Molecules 2025 dataset: 15 unconnected molecules or ions with the total composition C76H155F21N8O14 (ωB97M-V/def2-TZVPD).

Lowest unoccupied orbital energy (eV): 0.492
Max |F| (eV Å⁻¹): 5.100
E_HOMO (eV): -8.2295

Last column: Löwdin charge in e.
Cartesian coordinates (Å):
C1 -17.6239 -11.0272 -11.5433  -0.053
C2 -18.5804 -10.4144 -12.6617  -0.201
N1 -19.9615 -10.9546 -12.5734  -0.192
C3 -19.9710 -12.3705 -12.8820  -0.246
C4 -21.3407 -13.1304 -13.0159  -0.050
C5 -20.7055 -10.6769 -11.3211  -0.254
C6 -21.1158 -9.2368 -11.2669  -0.097
H1 -17.9475 -10.9219 -10.5078  0.065
H2 -16.6715 -10.5059 -11.6402  0.064
H3 -17.3918 -12.0714 -11.7524  0.039
H4 -18.4975 -9.3276 -12.6482  0.101
H5 -18.2353 -10.5609 -13.6852  0.087
H6 -19.4548 -12.4521 -13.8385  0.085
H7 -19.3996 -12.7929 -12.0554  0.101
H8 -21.8387 -13.1565 -12.0467  0.059
H9 -22.0261 -12.6351 -13.7037  0.064
H10 -21.1853 -14.1607 -13.3361  0.045
H11 -20.1380 -10.8359 -10.4042  0.104
H12 -21.6188 -11.2679 -11.2534  0.104
H13 -21.8043 -8.9304 -10.4794  0.073
H14 -21.6413 -8.9414 -12.1751  0.073
H15 -20.2091 -8.6529 -11.1089  0.068
C7 -21.8252 -17.1480 -9.4476  -0.086
C8 -21.1658 -18.2409 -10.3217  -0.248
N2 -20.0798 -17.8733 -11.2538  -0.172
C9 -18.9221 -17.4424 -10.4379  -0.259
C10 -17.5642 -17.4207 -11.1441  -0.094
C11 -20.3914 -16.7798 -12.1896  -0.241
C12 -21.6854 -17.0900 -12.9993  -0.063
H16 -22.7680 -17.5194 -9.0459  0.068
H17 -22.0418 -16.2076 -9.9544  0.060
H18 -21.2737 -16.9511 -8.5283  0.064
H19 -20.9522 -19.0981 -9.6832  0.113
H20 -21.9385 -18.6704 -10.9593  0.092
H21 -19.0808 -16.4658 -9.9806  0.108
H22 -18.7979 -18.1964 -9.6606  0.116
H23 -16.7849 -17.2341 -10.4052  0.084
H24 -17.4763 -18.3513 -11.7047  0.059
H25 -17.5016 -16.6298 -11.8916  0.037
H26 -19.5262 -16.7564 -12.8520  0.100
H27 -20.4642 -15.8595 -11.6100  0.095
H28 -21.6358 -16.4990 -13.9138  0.032
H29 -22.5900 -16.8781 -12.4293  0.076
H30 -21.6622 -18.1380 -13.2982  0.059
C13 -17.5525 -13.6360 -19.5445  -0.062
C14 -17.7234 -15.1135 -19.1006  -0.247
N3 -18.2141 -15.1946 -17.7457  -0.165
C15 -18.1084 -16.5596 -17.2931  -0.219
C16 -16.6294 -16.8477 -16.8841  -0.050
C17 -19.6160 -14.7410 -17.7206  -0.219
C18 -20.1567 -14.7299 -16.2868  -0.086
H31 -16.9866 -13.6363 -20.4761  0.064
H32 -17.1076 -13.0975 -18.7077  0.063
H33 -18.4731 -13.0708 -19.6897  0.052
H34 -18.2456 -15.6606 -19.8855  0.104
H35 -16.6738 -15.4072 -19.0915  0.092
H36 -18.6128 -16.6367 -16.3299  0.097
H37 -18.4986 -17.2645 -18.0272  0.109
H38 -16.2060 -16.1686 -16.1440  0.050
H39 -16.5186 -17.8686 -16.5186  0.055
H40 -15.9571 -16.9088 -17.7399  0.048
H41 -20.3002 -15.1177 -18.4808  0.106
H42 -19.5202 -13.6928 -18.0040  0.090
H43 -21.1082 -14.2032 -16.2132  0.053
H44 -19.4590 -14.1934 -15.6438  0.059
H45 -20.4051 -15.7233 -15.9130  0.054
C19 -22.0842 -12.5900 -23.1484  -0.060
C20 -22.3399 -13.5018 -21.9298  -0.240
N4 -21.9039 -14.8979 -22.1188  -0.189
C21 -20.4379 -15.0223 -22.1219  -0.209
C22 -19.9705 -16.3913 -22.8090  -0.050
C23 -22.5227 -15.8147 -21.1388  -0.236
C24 -24.0459 -16.0508 -21.3428  -0.062
H46 -21.0171 -12.4422 -23.3144  0.044
H47 -22.4204 -11.6117 -22.8048  0.068
H48 -22.5776 -12.8462 -24.0860  0.076
H49 -21.8392 -13.1232 -21.0387  0.099
H50 -23.4046 -13.4947 -21.6964  0.084
H51 -20.0857 -14.9581 -21.0924  0.083
H52 -19.9391 -14.1792 -22.6000  0.084
H53 -20.7980 -16.7939 -23.3932  0.059
H54 -19.8048 -17.0700 -21.9724  0.035
H55 -19.0608 -16.3764 -23.4093  0.063
H56 -22.0828 -16.8120 -21.1383  0.095
H57 -22.2489 -15.4215 -20.1598  0.093
H58 -24.5480 -15.0863 -21.2671  0.039
H59 -24.3604 -16.5679 -22.2494  0.076
H60 -24.2699 -16.5658 -20.4086  0.065
C25 -12.6922 -16.8186 -18.5677  -0.068
C26 -12.2777 -15.8336 -19.6682  -0.232
N5 -13.2924 -14.7695 -20.0458  -0.182
C27 -13.8340 -13.9476 -18.9687  -0.240
C28 -12.7789 -13.1941 -18.1879  -0.067
C29 -12.7586 -14.0762 -21.1906  -0.255
C30 -13.8713 -13.2382 -21.8930  -0.062
H61 -13.6772 -17.1802 -18.8629  0.050
H62 -12.6080 -16.2952 -17.6153  0.069
H63 -12.0536 -17.7018 -18.5814  0.079
H64 -11.4053 -15.3364 -19.2443  0.097
H65 -11.8843 -16.4050 -20.5090  0.097
H66 -14.5438 -13.2250 -19.3711  0.087
H67 -14.4981 -14.5516 -18.3504  0.106
H68 -12.3013 -12.3490 -18.6837  0.069
H69 -13.3565 -12.6790 -17.4203  0.049
H70 -12.0647 -13.8613 -17.7053  0.076
H71 -12.3430 -14.7616 -21.9292  0.102
H72 -11.9781 -13.4166 -20.8115  0.108
H73 -13.9989 -12.3844 -21.2275  0.047
H74 -14.7760 -13.8393 -21.9835  0.055
H75 -13.5007 -12.9366 -22.8727  0.081
C31 -24.6520 -13.0762 -18.9818  -0.067
C32 -23.6396 -13.2770 -17.7901  -0.217
N6 -24.2688 -13.8641 -16.5777  -0.169
C33 -24.5334 -15.3108 -16.7424  -0.234
C34 -23.2291 -16.0650 -16.5535  -0.084
C35 -25.4773 -13.1470 -16.0990  -0.244
C36 -25.8262 -13.5102 -14.6443  -0.091
H76 -25.5731 -12.5274 -18.7860  0.065
H77 -25.0468 -14.0397 -19.3040  0.044
H78 -24.1734 -12.6135 -19.8449  0.053
H79 -22.7113 -13.7244 -18.1456  0.088
H80 -23.2381 -12.2822 -17.5972  0.078
H81 -25.2388 -15.7653 -16.0467  0.111
H82 -24.8976 -15.4451 -17.7609  0.097
H83 -22.7581 -15.7258 -15.6308  0.049
H84 -23.4214 -17.1368 -16.5032  0.067
H85 -22.5207 -15.9235 -17.3697  0.052
H86 -26.3452 -13.3820 -16.7151  0.105
H87 -25.3403 -12.0714 -16.2102  0.113
H88 -26.3225 -14.4755 -14.5441  0.058
H89 -26.5465 -12.7985 -14.2410  0.066
H90 -25.0219 -13.5756 -13.9116  0.064
C37 -22.6450 -20.5960 -14.9855  -0.090
C38 -22.4091 -20.2964 -16.4786  -0.242
N7 -21.5150 -21.2635 -17.1278  -0.183
C39 -21.1395 -20.8605 -18.4744  -0.249
C40 -20.2596 -19.6326 -18.4463  -0.064
C41 -22.1005 -22.6106 -16.9863  -0.273
C42 -21.2700 -23.6541 -17.5910  -0.098
H91 -23.4912 -21.2614 -14.8146  0.066
H92 -22.9933 -19.6921 -14.4857  0.053
H93 -21.7995 -21.0342 -14.4552  0.074
H94 -23.3449 -20.2950 -17.0375  0.115
H95 -21.9387 -19.3133 -16.4959  0.089
H96 -20.6325 -21.6888 -18.9694  0.091
H97 -22.0370 -20.6812 -19.0663  0.114
H98 -19.8529 -19.4614 -19.4429  0.054
H99 -20.8625 -18.7581 -18.2015  0.067
H100 -19.4329 -19.8096 -17.7584  0.061
H101 -23.0445 -22.6073 -17.5314  0.120
H102 -22.2906 -22.8593 -15.9422  0.110
H103 -20.2359 -23.5113 -17.2772  0.076
H104 -21.3639 -23.6338 -18.6767  0.060
H105 -21.6540 -24.6160 -17.2514  0.086
C43 -13.4111 -8.5281 -14.5194  -0.085
C44 -13.9546 -7.8965 -15.8192  -0.241
N8 -14.5586 -8.8857 -16.7341  -0.150
C45 -13.5563 -9.8224 -17.3241  -0.252
C46 -12.3540 -9.0500 -17.9222  -0.075
C47 -15.5977 -9.7058 -16.0301  -0.251
C48 -16.4594 -10.5195 -17.0169  -0.064
H106 -12.5803 -9.1958 -14.7478  0.060
H107 -14.1035 -9.1705 -13.9754  0.055
H108 -12.9712 -7.8237 -13.8134  0.074
H109 -14.7707 -7.2239 -15.5551  0.105
H110 -13.2062 -7.2251 -16.2401  0.103
H111 -13.9977 -10.4296 -18.1145  0.067
H112 -13.1942 -10.4870 -16.5397  0.095
H113 -11.7085 -9.7792 -18.4116  0.064
H114 -11.7175 -8.5428 -17.1971  0.066
H115 -12.6500 -8.3650 -18.7168  0.069
H116 -15.1916 -10.4230 -15.3168  0.085
H117 -16.1805 -9.0773 -15.3568  0.113
H118 -16.8600 -9.8009 -17.7320  0.079
H119 -15.8513 -11.3029 -17.4692  0.051
H120 -17.2164 -11.0108 -16.4057  0.046
C49 -15.0078 -9.7098 -20.6453  -0.051
C50 -16.1491 -9.3966 -21.5806  -0.196
O1 -16.7405 -10.5556 -22.1147  0.020
C51 -16.2423 -11.1444 -23.1798  -0.360
O2 -15.1691 -10.8884 -23.7216  0.133
C52 -17.1857 -12.2856 -23.6889  -0.527
F1 -18.3853 -12.2379 -23.1531  0.179
F2 -17.2518 -12.2729 -25.0710  0.129
F3 -16.6038 -13.4289 -23.3934  0.163
H121 -14.1459 -10.0592 -21.2138  0.077
H122 -15.1819 -10.5250 -19.9429  0.064
H123 -14.6820 -8.7891 -20.1613  0.084
H124 -15.8256 -8.7694 -22.4113  0.133
H125 -16.9447 -8.8264 -21.1010  0.116
C53 -13.9068 -17.1544 -22.7813  -0.044
C54 -15.0628 -17.0105 -21.8414  -0.237
O3 -15.2168 -18.2779 -21.2030  0.025
C55 -16.4077 -18.6119 -20.6477  -0.278
O4 -17.5342 -18.1346 -20.8968  0.097
C56 -16.1884 -19.7023 -19.5322  -0.585
F4 -15.1098 -19.4035 -18.8338  0.170
F5 -17.2214 -19.7030 -18.7105  0.168
F6 -16.0356 -20.8739 -20.1173  0.188
H126 -14.0700 -18.0392 -23.3966  0.091
H127 -13.0621 -17.3277 -22.1146  0.067
H128 -13.7599 -16.2299 -23.3398  0.084
H129 -15.9683 -16.6999 -22.3625  0.117
H130 -15.0249 -16.1522 -21.1706  0.102
C57 -21.6649 -19.9073 -22.5424  -0.012
C58 -20.1423 -20.2344 -22.2472  -0.190
O5 -20.0130 -21.4891 -21.6288  -0.015
C59 -18.8501 -22.1790 -21.6209  -0.306
O6 -17.7809 -21.6124 -21.9022  0.126
C60 -19.0267 -23.5944 -21.1025  -0.542
F7 -18.3718 -23.6639 -19.9582  0.182
F8 -20.3064 -23.9718 -20.9092  0.160
F9 -18.3981 -24.4804 -21.8997  0.163
H131 -22.0882 -20.5526 -23.3121  0.078
H132 -21.7583 -18.8481 -22.7819  0.048
H133 -22.2109 -19.9879 -21.6024  0.062
H134 -19.6072 -19.6147 -21.5277  0.088
H135 -19.5117 -20.2351 -23.1363  0.128
C61 -16.9667 -14.5562 -13.7110  -0.059
C62 -16.3449 -13.5615 -14.6147  -0.194
O7 -15.2480 -12.9766 -13.8853  0.007
C63 -14.0094 -13.4304 -14.0999  -0.292
O8 -13.7844 -14.3557 -14.9178  0.086
C64 -12.8662 -12.7399 -13.2725  -0.593
F10 -11.9477 -12.1858 -14.0227  0.193
F11 -13.3728 -11.8650 -12.4476  0.193
F12 -12.2064 -13.6533 -12.5510  0.165
H136 -17.9407 -14.8970 -14.0623  0.072
H137 -17.1023 -14.1443 -12.7110  0.076
H138 -16.3261 -15.4148 -13.5096  0.070
H139 -16.9932 -12.7378 -14.9138  0.105
H140 -15.9545 -13.9783 -15.5431  0.108
C65 -14.1413 -17.6838 -14.1761  -0.046
C66 -14.8861 -18.4206 -13.0948  -0.254
O9 -14.2459 -19.5869 -12.6460  0.014
C67 -14.8048 -20.3040 -11.5817  -0.268
O10 -15.7273 -19.9122 -10.8295  0.122
C68 -13.9418 -21.4833 -11.1689  -0.561
F13 -13.4899 -21.2956 -9.8999  0.140
F14 -14.7052 -22.5678 -11.1062  0.183
F15 -12.8396 -21.5549 -11.8971  0.183
H141 -14.7563 -16.9256 -14.6610  0.046
H142 -13.7849 -18.3455 -14.9655  0.080
H143 -13.2765 -17.2551 -13.6698  0.086
H144 -15.8807 -18.5863 -13.5087  0.114
H145 -15.0528 -17.7707 -12.2358  0.115
C69 -21.0515 -9.9857 -15.5026  -0.032
C70 -20.4508 -11.0171 -16.5200  -0.194
O11 -19.9767 -10.3701 -17.6946  -0.016
C71 -20.6114 -10.4973 -18.9340  -0.249
O12 -21.5767 -11.2564 -19.0997  0.108
C72 -20.0530 -9.5210 -20.0368  -0.543
F16 -21.0912 -8.9329 -20.6868  0.156
F17 -19.2336 -8.5962 -19.5948  0.191
F18 -19.3854 -10.3211 -20.8612  0.167
H146 -21.5979 -10.4643 -14.6900  0.057
H147 -21.7071 -9.2410 -15.9540  0.079
H148 -20.1974 -9.4960 -15.0349  0.064
H149 -21.1718 -11.7797 -16.8142  0.093
H150 -19.6079 -11.4723 -16.0001  0.095
C73 -18.3984 -20.3740 -15.0189  -0.044
C74 -18.1175 -21.7314 -15.6591  -0.205
O13 -16.7943 -21.8464 -16.1731  0.006
C75 -15.7309 -21.9078 -15.2860  -0.279
O14 -15.9213 -21.8955 -14.0649  0.135
C76 -14.3788 -21.9856 -15.9990  -0.525
F19 -13.4451 -22.3188 -15.0798  0.163
F20 -14.4230 -22.9220 -16.9248  0.193
F21 -14.1156 -20.8017 -16.6213  0.145
H151 -19.4497 -20.1241 -14.8756  0.068
H152 -17.9633 -19.5860 -15.6335  0.063
H153 -17.9288 -20.3185 -14.0368  0.065
H154 -18.9013 -21.8810 -16.4016  0.092
H155 -18.2890 -22.5894 -15.0091  0.129